CH7N4S | ωB97M-V with the def2-TZVPD basis set

Output
Lowest unoccupied orbital energy: -3.516 eV
ΔE to the lowest compared entry with this formula, charge and spin: 36.7 kcal/mol
Electronic energy: -17937.2249 eV
Maximum force: 4.08 eV/A
Total charge: +1
HOMO-LUMO gap: 8.95 eV

Last column: Mulliken charge in e.
Atoms and positions in Å:
C (0.330, -0.193, 0.291)  0.2770
N (0.812, -0.701, 1.395)  -0.4118
N (0.946, 1.106, -0.179)  -0.2735
N (-0.690, -0.512, -0.573)  -0.0123
N (-1.077, 0.430, -1.493)  -0.6340
S (-0.019, -1.848, 2.359)  -0.0834
H (1.261, 1.844, 0.484)  0.3716
H (1.764, 0.956, -0.815)  0.3609
H (-1.165, -1.405, -0.463)  0.2123
H (0.128, 1.353, -0.815)  0.4785
H (-1.377, -0.088, -2.325)  0.2767
H (-1.779, 1.072, -1.095)  0.2690
H (0.866, -2.013, 3.230)  0.1689

=====

C4H16NO6 | ωB97M-V with the def2-TZVPD basis set

Output
Lowest unoccupied orbital energy: 3.362 eV
ΔE to the lowest compared entry with this formula, charge and spin: 12.4 kcal/mol
Electronic energy: -18184.5629 eV
Maximum force: 2.40 eV/A
Total charge: -1
HOMO-LUMO gap: 8.92 eV

Last column: Mulliken charge in e.
Atoms and positions in Å:
C (0.562, -0.858, -2.425)  -0.8435
N (-0.907, -1.009, -2.203)  -0.5138
C (-2.628, -0.813, -0.448)  -1.5517
C (-1.388, -0.181, -1.078)  0.9585
C (-0.309, 0.097, 0.043)  0.1239
O (-0.229, 1.352, 0.305)  -0.8927
O (0.255, -0.763, 0.727)  -0.8510
H (0.651, -0.032, -3.155)  0.2307
H (0.918, -1.705, -2.990)  0.4141
H (1.141, -0.864, -1.492)  0.3006
H (-1.026, -1.979, -1.945)  0.3609
H (-2.849, -0.407, 0.558)  0.3652
H (-3.530, -0.835, -1.086)  0.3102
H (-2.435, -1.842, -0.115)  0.3566
H (-1.488, 0.826, -1.517)  0.1496
H (3.179, -0.891, 1.174)  0.3076
H (4.053, -0.342, 0.241)  0.3124
O (3.726, -1.235, 0.456)  -0.6395
H (-1.704, -2.039, 2.192)  0.2823
H (-0.279, -1.805, 2.113)  0.5028
O (-0.930, -2.205, 2.752)  -0.7023
H (0.316, 2.370, -0.728)  0.4671
H (0.159, 2.678, -2.218)  0.2752
O (0.438, 3.133, -1.414)  -0.7424
H (-0.273, 2.045, 2.111)  0.3585
H (1.174, 1.884, 2.104)  0.3027
O (0.501, 2.345, 2.601)  -0.6419